{
  "formula": "H14O7",
  "method": "ωB97M-V/def2-TZVPD",
  "smiles": "O.O.O.O.O.O.O",
  "energy_ha": -535.05628,
  "e_homo_ev": -10.41,
  "gap_ha": 0.3814,
  "charge": 0,
  "symbols": ["O", "O", "O", "O", "O", "O", "O", "H", "H", "H", "H", "H", "H", "H", "H", "H", "H", "H", "H", "H", "H"],
  "coordinates": [[0.980, 0.962, 3.611], [-2.064, -2.558, 1.078], [0.100, -1.189, 0.173], [1.555, 1.316, 1.103], [-0.832, 2.292, 0.549], [0.217, 0.599, -2.458], [-0.232, -1.846, -3.099], [0.645, 1.616, 0.888], [-1.160, 2.114, 1.459], [-1.079, -1.838, -3.538], [2.140, 1.323, 0.316], [-0.122, -0.200, -2.831], [-2.170, -2.087, 1.878], [-1.558, 1.960, 0.048], [1.362, 1.719, 4.036], [1.284, 0.902, 2.693], [0.211, -1.139, -0.786], [0.400, -1.720, -3.800], [1.152, 0.437, -2.616], [-1.216, -2.292, 0.764], [0.387, -0.371, 0.534]],
  "lowdin_charge": [-0.072, -0.049, -0.027, -0.087, -0.022, -0.053, -0.009, -0.006, 0.092, 0.074, 0.090, -0.057, 0.004, 0.053, 0.019, -0.032, 0.025, 0.063, 0.042, -0.040, -0.008]
}